1.
C43H61BN8O3PSSbSi3Ti as an isolated structure in a non-equilibrium geometry. Source: OMol25; level of theory: ωB97M-V with the def2-TZVPD basis set.

ORCA input file:
```
! RIJCOSX wB97M-V def2-TZVPD def2/J DEFGRID3
* xyz 1 2
Ti 0.634 0.651 1.448
C 4.369 -0.141 0.906
C 3.788 0.190 2.235
C 4.491 0.163 3.444
C 3.575 0.483 4.417
N 2.395 0.702 3.816
N 2.511 0.531 2.471
B 0.965 0.742 4.369
N 0.192 1.849 3.611
C -0.152 3.056 4.124
C -1.365 3.422 3.597
C -1.732 2.375 2.735
C -3.066 2.155 2.116
N -0.769 1.449 2.715
N 0.348 -0.622 3.932
C 0.228 -1.730 4.684
C 0.237 -2.823 3.847
C 0.377 -2.301 2.556
C 0.627 -3.043 1.289
N 0.408 -0.967 2.622
N 0.912 0.851 5.870
C -0.044 1.380 6.681
C 0.209 0.969 7.960
C 1.357 0.152 7.858
C 2.029 -0.604 8.951
N 1.761 0.090 6.605
H 5.262 -0.745 1.053
H 3.665 -0.682 0.284
H 4.646 0.772 0.376
H 5.533 -0.059 3.572
H 3.671 0.554 5.481
H 0.481 3.549 4.840
H -1.929 4.313 3.802
H -3.748 1.765 2.876
H -3.471 3.094 1.752
H -3.008 1.426 1.310
H 0.169 -1.667 5.755
H 0.165 -3.857 4.123
H 1.092 -3.994 1.533
H -0.296 -3.233 0.742
H 1.294 -2.459 0.653
H -0.823 2.009 6.292
H -0.343 1.204 8.850
H 2.246 0.051 9.793
H 1.370 -1.397 9.303
H 2.952 -1.049 8.589
O 1.864 1.334 -0.017
S 1.414 0.341 -1.013
O 2.374 -0.661 -1.384
O 0.224 -0.317 -0.354
C 0.949 1.280 -2.396
C 1.670 1.244 -3.583
C 1.449 2.209 -4.541
C 0.521 3.226 -4.295
C -0.180 3.266 -3.106
C 0.026 2.302 -2.120
P -0.860 2.339 -0.502
C -0.475 4.073 -0.035
C 0.553 4.199 0.903
C 0.981 5.445 1.325
C 0.393 6.589 0.806
C -0.623 6.477 -0.130
C -1.058 5.231 -0.550
C -2.524 2.420 -1.291
C -3.542 3.296 -0.929
C -4.780 3.233 -1.549
C -5.020 2.292 -2.537
C -4.020 1.399 -2.894
C -2.789 1.453 -2.265
H 2.405 0.463 -3.714
H 2.008 2.201 -5.465
H 0.365 4.000 -5.032
H -0.879 4.069 -2.925
H 1.023 3.299 1.299
H 1.764 5.524 2.065
H 0.720 7.564 1.137
H -1.085 7.366 -0.538
H -1.867 5.179 -1.264
H -3.369 4.039 -0.164
H -5.562 3.918 -1.251
H -5.985 2.251 -3.021
H -4.208 0.660 -3.661
H -2.013 0.742 -2.536
C 1.634 -1.781 -5.742
Si -0.192 -1.863 -5.196
C -1.124 -0.231 -5.518
C -1.061 -3.317 -6.057
Sb 0.117 -2.012 -2.536
Si 1.644 -4.191 -2.605
C 1.194 -5.278 -4.102
C 1.492 -5.334 -1.083
C 3.404 -3.510 -2.815
Si -2.224 -2.600 -1.393
C -2.415 -4.380 -0.711
C -2.712 -1.379 -0.008
C -3.406 -2.466 -2.887
H 1.795 -1.042 -6.525
H 1.970 -2.741 -6.128
H 2.273 -1.520 -4.899
H -1.084 0.062 -6.568
H -0.686 0.573 -4.929
H -2.175 -0.319 -5.246
H -0.591 -3.523 -7.018
H -2.109 -3.094 -6.248
H -1.017 -4.229 -5.470
H 0.154 -5.595 -4.085
H 1.805 -6.181 -4.084
H 1.379 -4.782 -5.050
H 0.489 -5.339 -0.661
H 2.191 -5.041 -0.303
H 1.732 -6.358 -1.369
H 3.474 -2.530 -2.349
H 3.666 -3.407 -3.866
H 4.146 -4.158 -2.352
H -2.213 -4.443 0.357
H -1.775 -5.098 -1.219
H -3.444 -4.704 -0.861
H -1.843 -1.015 0.544
H -3.394 -1.841 0.705
H -3.218 -0.516 -0.440
H -3.322 -3.346 -3.523
H -3.183 -1.596 -3.501
H -4.445 -2.393 -2.566
*
```

The calculation puts the maximum force at 3.56 eV/Å. The expectation value of S² is 0.755. The calculation puts the total energy at -137731.942 eV. As for the molar mass: 1065.75 g mol⁻¹. The value obtained for the lowest unoccupied orbital energy (spin up / spin down) is -3.1 / -2.8 eV. The calculation puts the HOMO energy (spin up / spin down) at -8.698 / -8.702 eV.

---

2.
A 14-piece molecular cluster, C43H61BrN14O6 overall in a non-equilibrium geometry. Source: OMol25; level of theory: ωB97M-V with the def2-TZVPD basis set.

ORCA input file:
```
! RIJCOSX wB97M-V def2-TZVPD def2/J DEFGRID3
* xyz 0 1
C -1.092 -6.462 0.522
C -1.519 -7.188 1.843
C -1.219 -6.277 3.061
C -2.339 -5.186 3.278
C -3.428 -5.642 4.271
N -1.666 -3.917 3.660
C -1.301 -3.734 4.948
C -0.654 -2.597 5.375
Br -0.182 -2.413 7.219
C -0.339 -1.587 4.432
C 0.404 -0.293 4.726
O 1.093 -0.086 5.680
O 0.283 0.680 3.757
C 1.372 0.489 2.789
C 0.881 0.974 1.401
C 1.020 -0.099 0.286
O 2.015 0.331 -0.675
C 3.249 -0.215 -0.370
C 3.729 -1.484 -1.094
O 3.954 0.295 0.458
C -0.724 -1.796 3.114
C -1.378 -2.981 2.760
C -1.714 -3.120 1.247
O -2.883 -3.042 0.867
O -0.696 -3.264 0.559
H -0.195 -5.851 0.712
H -0.838 -7.218 -0.235
H -1.867 -5.783 0.137
H -0.856 -8.068 1.919
H -2.559 -7.545 1.799
H -0.294 -5.711 2.845
H -1.086 -6.841 3.999
H -2.835 -5.105 2.297
H -3.653 -6.691 4.024
H -3.131 -5.638 5.328
H -4.367 -5.104 4.084
H -1.485 -4.485 5.716
H 1.572 -0.601 2.768
H 2.299 0.975 3.126
H -0.157 1.335 1.508
H 1.472 1.867 1.140
H 0.090 -0.198 -0.291
H 1.272 -1.102 0.675
H 3.676 -2.326 -0.388
H 3.108 -1.657 -1.984
H 4.781 -1.308 -1.353
H -0.494 -1.038 2.367
C -7.912 -5.640 3.566
C -6.803 -6.422 4.131
N -5.935 -7.034 4.574
H -8.749 -5.636 4.254
H -7.592 -4.620 3.390
H -8.229 -6.082 2.622
C 2.889 -4.738 -3.724
C 4.134 -4.231 -3.135
N 5.110 -3.837 -2.671
H 2.878 -4.552 -4.792
H 2.807 -5.810 -3.547
H 2.042 -4.240 -3.270
C -0.006 -1.264 -3.298
C 0.575 -2.249 -4.221
N 1.043 -3.022 -4.933
H 0.776 -0.843 -2.665
H -0.477 -0.462 -3.861
H -0.755 -1.742 -2.670
C -7.738 -1.470 5.515
C -8.566 -2.583 5.032
N -9.214 -3.454 4.654
H -8.081 -1.155 6.499
H -6.698 -1.786 5.584
H -7.810 -0.630 4.826
C 0.349 3.560 -1.433
C -0.515 2.411 -1.736
N -1.191 1.511 -1.972
H 0.099 3.963 -0.454
H 1.392 3.246 -1.434
H 0.211 4.336 -2.181
C -4.022 -0.974 -1.588
C -3.546 -1.140 -2.966
N -3.171 -1.263 -4.046
H -4.120 -1.947 -1.109
H -3.310 -0.373 -1.025
H -4.990 -0.475 -1.590
C 0.478 7.127 -4.812
C 0.806 6.869 -3.403
N 1.065 6.665 -2.300
H 0.810 6.295 -5.427
H -0.599 7.247 -4.925
H 0.972 8.032 -5.148
C 2.218 2.080 7.595
C 2.076 2.831 8.851
N 1.963 3.425 9.828
H 1.382 1.397 7.475
H 2.238 2.769 6.753
H 3.144 1.508 7.609
C 2.417 11.359 -6.466
C 1.549 10.215 -6.768
N 0.870 9.318 -7.003
H 2.169 11.763 -5.485
H 3.459 11.045 -6.469
H 2.280 12.135 -7.215
C 3.445 4.187 -6.618
C 3.380 5.652 -6.527
N 3.328 6.798 -6.456
H 4.484 3.862 -6.605
H 2.922 3.740 -5.774
H 2.979 3.853 -7.544
C 2.942 0.485 11.864
C 3.624 -0.814 11.770
N 4.156 -1.829 11.694
H 1.940 0.349 12.267
H 3.501 1.150 12.520
H 2.871 0.936 10.877
C 2.205 14.146 -10.059
C 3.362 13.417 -9.520
N 4.267 12.847 -9.101
H 1.426 14.215 -9.302
H 2.505 15.150 -10.354
H 1.811 13.622 -10.928
C 3.021 -3.985 -8.394
C 3.630 -5.259 -7.972
N 4.109 -6.255 -7.656
H 2.665 -3.432 -7.525
H 3.759 -3.384 -8.922
H 2.180 -4.180 -9.056
*
```

The calculation puts the maximum force at 1.85 eV/Å. The calculation puts the total energy at -148763.826 eV. As for the molar mass: 949.96 g mol⁻¹. The value obtained for the lowest unoccupied orbital energy is -1.9 eV. The calculation puts the HOMO energy at -9.486 eV.

---

3.
C43H61Cl2MoN4O2Si2Te as an isolated structure in a non-equilibrium geometry. Source: OMol25; level of theory: ωB97M-V with the def2-TZVPD basis set.

ORCA input file:
```
! RIJCOSX wB97M-V def2-TZVPD def2/J DEFGRID3
* xyz 1 1
Mo 0.526 0.295 -0.877
Cl -0.340 -6.104 -3.579
C 0.335 -4.763 -2.729
C -0.372 -3.573 -2.700
C 0.157 -2.483 -2.017
N -0.431 -1.218 -1.888
C -1.812 -1.341 -2.190
O -2.598 -1.604 -1.311
C -2.242 -1.223 -3.624
C -3.584 -1.410 -3.933
C -3.953 -1.378 -5.270
C -2.970 -1.170 -6.222
C -1.656 -0.990 -5.804
N -1.291 -1.012 -4.530
C 1.372 -2.598 -1.358
C 2.089 -3.788 -1.386
C 1.566 -4.867 -2.081
Cl 2.464 -6.340 -2.114
N 1.739 -1.405 -0.753
C 2.795 -1.384 0.097
O 3.323 -2.341 0.648
C 3.391 -0.020 0.175
C 4.645 0.159 0.721
C 5.300 1.358 0.475
C 4.694 2.276 -0.362
C 3.412 2.026 -0.838
N 2.722 0.926 -0.518
H -1.321 -3.534 -3.215
H -4.298 -1.588 -3.142
H -4.984 -1.523 -5.558
H -3.205 -1.152 -7.276
H -0.869 -0.819 -6.526
H 3.031 -3.897 -0.870
H 5.096 -0.657 1.264
H 6.283 1.543 0.883
H 5.189 3.187 -0.660
H 2.936 2.735 -1.490
C 0.464 2.670 -1.029
C -0.407 2.425 0.066
C -1.515 1.674 -0.472
C -1.193 1.446 -1.855
C 0.008 2.111 -2.230
C 0.529 2.378 -3.636
C 1.343 3.676 -3.663
C 1.394 1.229 -4.156
C -0.688 2.570 -4.554
C -2.955 1.467 0.039
C -3.482 2.810 0.577
C -3.115 0.378 1.094
C -3.897 1.147 -1.134
C -0.127 3.262 1.327
C -0.626 4.693 1.023
C 1.389 3.381 1.544
C -0.712 2.787 2.656
H 1.317 3.312 -0.952
H -1.855 0.989 -2.567
H 2.290 3.590 -3.134
H 0.787 4.517 -3.248
H 1.592 3.920 -4.695
H 2.315 1.139 -3.573
H 1.674 1.422 -5.192
H 0.864 0.277 -4.113
H -1.366 3.331 -4.166
H -1.243 1.643 -4.672
H -0.355 2.888 -5.542
H -3.068 3.089 1.539
H -4.561 2.727 0.706
H -3.298 3.622 -0.127
H -2.446 0.520 1.939
H -2.934 -0.612 0.665
H -4.134 0.397 1.481
H -3.898 1.950 -1.871
H -4.910 1.069 -0.742
H -3.678 0.208 -1.625
H -0.245 5.048 0.068
H -0.256 5.366 1.798
H -1.707 4.768 1.008
H 1.876 4.017 0.809
H 1.869 2.404 1.531
H 1.574 3.833 2.518
H -1.734 2.431 2.600
H -0.692 3.625 3.353
H -0.106 1.994 3.104
C 2.995 1.385 4.148
Si 2.237 -0.237 4.708
C 0.702 0.048 5.738
C 3.503 -1.221 5.663
C 1.778 -1.259 3.189
Te 0.115 -0.578 2.029
C -0.404 -2.502 1.306
Si -1.453 -3.600 2.430
C -1.327 -5.318 1.707
C -0.837 -3.572 4.202
C -3.217 -2.977 2.381
H 2.722 2.210 4.805
H 2.683 1.650 3.142
H 4.082 1.317 4.137
H 0.911 0.731 6.559
H 0.341 -0.885 6.168
H -0.113 0.477 5.154
H 3.872 -0.657 6.519
H 4.360 -1.473 5.041
H 3.078 -2.149 6.042
H 1.394 -2.232 3.504
H 2.631 -1.450 2.545
H 0.533 -2.979 1.020
H -0.972 -2.315 0.398
H -0.301 -5.687 1.746
H -1.642 -5.330 0.663
H -1.955 -6.024 2.249
H 0.131 -4.059 4.315
H -1.544 -4.109 4.833
H -0.764 -2.557 4.598
H -3.552 -2.815 1.357
H -3.331 -2.039 2.927
H -3.882 -3.705 2.842
*
```

The calculation puts the maximum force at 1.54 eV/Å. The calculation puts the total energy at -105583.862 eV. As for the molar mass: 1016.60 g mol⁻¹. The value obtained for the lowest unoccupied orbital energy is -3.4 eV. The calculation puts the HOMO energy at -10.080 eV. The value obtained for the energy above the lowest of the compared OMol25 structures with the same formula, charge and spin is 0.0 kJ/mol.

---

4.
C43H61CsN10O2 as an isolated structure. Source: OMol25; level of theory: ωB97M-V with the def2-TZVPD basis set.

ORCA input file:
```
! RIJCOSX wB97M-V def2-TZVPD def2/J DEFGRID3
* xyz -2 1
Cs -1.309 0.955 -0.332
C -3.439 -2.113 5.191
C -3.081 -3.303 4.291
C -2.751 -2.880 2.892
C -3.560 -2.889 1.801
C -4.968 -3.391 1.693
C -5.060 -4.725 0.941
C -2.768 -2.316 0.695
N -1.565 -1.987 1.103
C -1.476 -2.324 2.443
C -0.349 -2.183 3.215
C 0.929 -1.756 2.750
C 2.178 -1.632 3.428
C 2.401 -1.745 4.906
C 2.250 -0.401 5.631
C 3.122 -1.290 2.447
C 2.367 -1.223 1.233
C 3.620 0.160 -0.651
C 3.120 0.359 -2.047
N 1.877 -0.168 -2.131
C 1.264 0.151 -3.299
C -0.107 -0.083 -3.710
C -1.194 -0.708 -3.158
N -1.297 -1.453 -2.012
C -2.625 -1.606 -1.763
C -3.280 -2.043 -0.620
C -3.419 -1.019 -2.876
C -2.543 -0.459 -3.723
C -2.856 0.395 -4.914
C -2.886 1.888 -4.555
C -4.911 -1.011 -2.980
C -5.469 -2.362 -3.444
C 2.230 0.877 -4.029
C 3.391 1.014 -3.231
C 4.669 1.710 -3.589
C 5.669 0.795 -4.306
C 2.026 1.470 -5.389
C 1.388 2.865 -5.341
N 1.098 -1.498 1.433
C 4.589 -1.058 2.682
C 5.513 -2.085 2.009
H -3.666 -2.430 6.214
H -4.310 -1.587 4.793
H -2.611 -1.403 5.223
H -3.918 -4.006 4.279
H -2.232 -3.838 4.724
H -5.582 -2.649 1.171
H -5.402 -3.504 2.691
H -4.614 -4.626 -0.050
H -6.096 -5.058 0.827
H -4.506 -5.498 1.479
H -0.436 -2.466 4.263
H 3.396 -2.153 5.115
H 1.686 -2.458 5.329
H 2.968 0.322 5.239
H 2.405 -0.498 6.711
H 1.251 0.004 5.456
H 4.664 -0.158 -0.606
H -0.338 0.454 -4.623
H -4.360 -2.096 -0.715
H -3.828 0.107 -5.325
H -2.124 0.219 -5.706
H -3.636 2.077 -3.785
H -3.118 2.504 -5.428
H -1.925 2.206 -4.150
H -5.228 -0.228 -3.672
H -5.345 -0.755 -2.011
H -5.088 -2.610 -4.438
H -6.562 -2.352 -3.485
H -5.155 -3.154 -2.762
H 5.129 2.107 -2.679
H 4.450 2.573 -4.225
H 5.921 -0.057 -3.672
H 6.593 1.324 -4.562
H 5.232 0.402 -5.227
H 1.400 0.810 -5.997
H 2.990 1.535 -5.906
H 0.420 2.821 -4.839
H 1.244 3.281 -6.343
H 2.017 3.549 -4.765
H 4.776 -1.083 3.759
H 4.904 -0.059 2.357
H 5.229 -3.099 2.297
H 6.559 -1.923 2.291
H 5.450 -2.012 0.920
C 1.294 3.237 2.142
N 2.591 2.924 1.564
C 3.453 4.092 1.471
C 2.496 2.223 0.300
N 1.635 2.420 -0.605
N 3.534 1.311 0.246
C 2.686 -1.021 -0.226
N 3.193 -2.281 -0.805
N 1.421 -0.632 -0.885
H 1.456 3.650 3.141
H 0.723 2.310 2.234
H 0.689 3.933 1.550
H 3.657 4.473 2.475
H 2.998 4.904 0.883
H 4.397 3.813 1.005
H 0.968 3.157 -0.376
H 3.739 1.045 1.199
H 3.810 -2.749 -0.157
H 3.676 -2.118 -1.682
H 0.759 -1.403 -0.986
N -2.178 2.170 2.839
C -3.098 3.310 2.784
C -2.535 4.386 1.860
C -2.316 3.790 0.458
O -3.326 3.302 -0.093
O -1.133 3.729 0.026
H -2.520 1.415 3.420
H -1.272 2.455 3.192
H -3.313 3.743 3.772
H -4.039 2.964 2.355
H -1.587 4.772 2.247
H -3.250 5.211 1.802
*
```

The calculation puts the maximum force at 0.84 eV/Å. The calculation puts the total energy at -65126.917 eV. As for the molar mass: 882.93 g mol⁻¹. The value obtained for the lowest unoccupied orbital energy is 3.9 eV. The calculation puts the HOMO energy at -0.389 eV. The value obtained for the energy above the lowest of the compared OMol25 structures with the same formula, charge and spin is 203.2 kJ/mol.